Computed, not measured: an isolated ion of composition C3H6N and charge +1 at a distorted geometry, with wB97M-V/def2-TZVPD.

```
10
Properties=species:S:1:pos:R:3:forces:R:3
C 0.3837 0.6305 -1.3222 -0.6 -0.9 -1.7
C 0.0003 -0.5438 -0.8407 0.5 -0.2 1.0
N -0.0931 -0.7099 0.6010 -0.5 0.3 3.9
C -0.2956 0.2594 1.5126 2.7 -2.1 -6.1
H 0.8238 1.4830 -0.8602 0.0 0.2 1.0
H 0.2342 0.8221 -2.3767 0.2 -0.4 -0.2
H -0.3401 -1.4984 -1.3089 0.3 1.4 -0.1
H -0.0513 -1.6824 1.0473 -0.9 1.4 -1.4
H -0.8059 0.0604 2.3523 -1.0 -0.8 3.4
H 0.1440 1.1790 1.1954 -0.8 1.1 0.1
```
Forces are in eV/Å.

Computed properties:
Orbital gap in eV: 8.93
Energy relative to the best compared isomer or geometry (same formula, charge and spin) in kcal/mol: 29.3
HOMO energy in Ha: -0.5643
Total charge: +1
Structure (SMILES): C=C[NH+]=C
Total energy in Eh: -172.31191

Here are the Löwdin charges for atoms 1 to 2, given in e: atom 1 (C): 0.091, atom 2 (C): -0.104